No. 1
Formula: C12H16N8O5
Source: the Open Molecules 2025 dataset
Level of theory: ωB97M-V/def2-TZVPD

F_max   2.85 eV Å⁻¹
HOMO energy   -0.300 hartree
LUMO level   -0.85 eV
M   352.311 g/mol
Total charge   0

```
41
Properties=species:S:1:pos:R:3:forces:R:3
O -0.942557 -2.456022 -4.739940 -0.380 0.107 2.055
N -1.372667 -2.449508 -3.576951 -1.258 -0.541 -0.375
O -2.574160 -2.668113 -3.278586 1.785 0.326 -0.622
C -0.499297 -2.174920 -2.451156 -0.706 -0.051 0.210
C -1.016535 -2.146596 -1.146337 0.619 0.121 -1.591
C -0.245115 -1.682744 -0.098043 -0.533 -0.288 1.353
N -0.816059 -1.826221 1.211057 -0.563 -0.668 0.178
O -2.033221 -2.105089 1.332298 1.994 0.527 -0.076
O -0.055150 -1.690280 2.205010 -0.735 -0.064 -0.845
C 1.171053 -1.168179 -0.186540 -0.140 -2.818 -0.415
N 1.621261 -1.495102 -1.548503 0.038 0.571 -0.508
N 2.875199 -1.181411 -1.984460 0.342 -0.577 -0.737
N 2.912925 -1.430976 -3.262993 -1.013 0.105 1.604
N 1.710804 -1.854052 -3.712105 -0.577 0.073 1.082
C 0.885397 -1.869327 -2.642560 0.839 0.258 -0.495
H -2.021184 -2.520984 -0.938269 0.369 0.320 -0.185
H 1.813327 -1.693669 0.550128 -0.194 0.485 -0.324
C -3.260025 1.215618 0.565737 -0.494 0.103 -0.153
N -1.965999 1.161698 1.212767 0.486 0.137 0.264
C -1.918740 1.367477 2.663942 0.176 0.031 -0.086
C -0.877028 1.109127 0.438206 -0.632 -0.248 -1.222
C 0.482475 0.908315 1.100019 0.009 -0.764 0.008
C 1.212841 2.166545 1.513117 0.029 0.569 0.407
C 2.588814 2.133005 0.821302 0.320 0.424 -0.228
C 2.716598 0.793315 0.097709 0.128 -0.125 0.307
N 1.310870 0.272573 0.012685 0.105 1.710 -0.510
O -0.923604 1.130932 -0.813648 0.379 0.288 1.387
H -3.114092 1.053771 -0.505813 -0.159 0.045 0.314
H -3.919821 0.442461 0.979704 0.249 0.098 -0.073
H -3.728920 2.192918 0.733711 0.069 -0.114 -0.095
H -1.039518 0.873912 3.103878 -0.426 0.108 -0.122
H -1.876936 2.444683 2.898359 -0.073 -0.333 -0.045
H -2.824774 0.942163 3.111801 0.307 0.039 -0.143
H 0.437301 0.200968 1.926418 -0.072 0.057 -0.230
H 0.640876 3.064109 1.239532 0.238 -0.219 0.024
H 1.299574 2.159429 2.608513 0.070 0.132 -0.340
H 2.663674 2.947557 0.089102 0.007 -0.167 0.270
H 3.407870 2.251558 1.540943 -0.217 0.035 -0.237
H 3.132102 0.844352 -0.914932 -0.122 0.014 0.451
H 3.302377 0.064062 0.670643 -0.169 0.123 -0.155
H 0.840062 0.672645 -0.825750 -0.093 0.174 -0.105
```
Forces are in eV/Å.

Electronic structure analysis, Löwdin charges in units of e: number 1, O, carries 0.06; number 2, N, carries -0.34; number 3, O, carries 0.01; number 4, C, carries -0.09; number 5, C, carries 0.09; number 6, C, carries -0.12; number 7, N, carries -0.33; number 8, O, carries 0.03; number 9, O, carries -0.01; number 10, C, carries -0.14; number 11, N, carries 0.00; number 12, N, carries 0.02; number 13, N, carries -0.02; number 14, N, carries 0.08; number 15, C, carries -0.21; number 16, H, carries 0.14; number 17, H, carries 0.18; number 18, C, carries -0.02; number 19, N, carries -0.12; number 20, C, carries -0.01; number 21, C, carries -0.40; number 22, C, carries -0.16; number 23, C, carries -0.10; number 24, C, carries -0.12; number 25, C, carries -0.08; number 26, N, carries -0.01; number 27, O, carries 0.04; number 28, H, carries 0.10; number 29, H, carries 0.10; number 30, H, carries 0.10; number 31, H, carries 0.09; number 32, H, carries 0.10; number 33, H, carries 0.10; number 34, H, carries 0.12; number 35, H, carries 0.13; number 36, H, carries 0.13; number 37, H, carries 0.12; number 38, H, carries 0.12; number 39, H, carries 0.12; number 40, H, carries 0.14; number 41, H, carries 0.17

No. 2
Formula: C12H16O
Source: the Open Molecules 2025 dataset
Level of theory: ωB97M-V/def2-TZVPD

F_max   6.50 eV Å⁻¹
2S+1   3
HOMO energy (alpha / beta)   -0.158 / -0.301 hartree
LUMO level (alpha / beta)   0.31 / -3.30 eV
M   176.259 g/mol
Total charge   0

```
29
Properties=species:S:1:pos:R:3:forces:R:3
C -3.402861 2.397366 -1.715124 -0.383 1.442 -3.689
C -2.965993 2.429361 -0.423973 -0.086 -1.337 -0.122
C -3.208364 1.244501 -2.558773 1.589 0.161 1.285
C -2.475763 1.267864 0.143019 -1.470 1.735 -1.288
C -2.623076 0.113446 -1.959856 -0.680 -0.002 -0.684
C -2.368071 0.117868 -0.557567 0.833 -2.426 -0.924
C -1.781517 -1.011098 0.203731 -3.314 5.372 1.374
C 0.694792 -0.007740 0.221044 -1.515 0.846 -2.149
C 1.574615 -0.498588 1.126600 2.448 -1.551 2.768
C 0.883955 -0.256472 -1.242596 1.444 -0.735 2.002
C 1.622395 -0.238152 2.642058 -0.352 -1.893 -1.606
C 2.875022 -1.075768 0.661613 -1.609 1.270 -1.470
O -1.126664 -1.875227 -0.275111 3.090 -5.290 -2.163
H -3.754516 3.350723 -2.272072 0.494 -1.601 1.265
H -3.026877 3.258161 0.208643 -0.301 1.441 0.558
H -3.215403 1.328716 -3.665814 -0.669 -0.133 0.945
H -2.424260 1.239376 1.160163 0.780 -0.057 2.831
H -2.474658 -0.820309 -2.541304 0.071 0.759 0.449
H -2.096581 -0.933469 1.261574 0.400 -0.325 0.239
H -0.063299 0.662929 0.549390 -0.443 0.607 0.050
H 0.049765 0.015327 -1.763211 -2.417 0.527 -1.349
H 1.106168 -1.330650 -1.385776 -0.073 0.625 -0.232
H 1.671010 0.395268 -1.618155 0.499 -0.126 -0.025
H 2.190656 0.707132 2.715619 -0.363 -0.523 0.906
H 2.051651 -1.177296 3.056282 0.966 1.082 -0.079
H 0.675944 -0.378421 3.138175 -0.804 1.379 -0.049
H 2.787022 -1.337807 -0.410760 0.765 -0.135 0.917
H 3.252494 -1.790773 1.321487 0.377 -1.653 0.697
H 3.548139 -0.247011 0.824461 0.723 0.540 -0.458
```
Forces are in eV/Å.

Electronic structure analysis, Löwdin charges in units of e: number 1, C, carries -0.12; number 2, C, carries -0.11; number 3, C, carries -0.08; number 4, C, carries -0.11; number 5, C, carries -0.05; number 6, C, carries -0.25; number 7, C, carries -0.37; number 8, C, carries -0.05; number 9, C, carries -0.25; number 10, C, carries -0.05; number 11, C, carries -0.02; number 12, C, carries -0.03; number 13, O, carries 0.01; number 14, H, carries 0.12; number 15, H, carries 0.08; number 16, H, carries 0.10; number 17, H, carries 0.08; number 18, H, carries 0.12; number 19, H, carries 0.12; number 20, H, carries 0.09; number 21, H, carries 0.03; number 22, H, carries 0.11; number 23, H, carries 0.11; number 24, H, carries 0.11; number 25, H, carries 0.09; number 26, H, carries 0.07; number 27, H, carries 0.09; number 28, H, carries 0.07; number 29, H, carries 0.10

No. 3
Formula: C12H16Si
Source: the Open Molecules 2025 dataset
Level of theory: ωB97M-V/def2-TZVPD

F_max   5.46 eV Å⁻¹
2S+1   3
HOMO energy (alpha / beta)   -0.208 / -0.345 hartree
LUMO level (alpha / beta)   0.87 / -1.88 eV
M   188.346 g/mol
Total charge   0

```
29
Properties=species:S:1:pos:R:3:forces:R:3
C 1.018220 2.818582 -2.247481 0.616 -2.676 -1.339
C 0.832372 1.421978 -2.553937 1.127 3.850 -3.178
C 0.904670 3.232121 -0.954301 -2.142 -1.655 1.935
C 0.542106 0.559917 -1.582372 -1.496 -2.252 4.178
C 0.414547 2.356881 0.119656 1.852 -1.269 -4.627
C 0.287948 0.919688 -0.156083 1.157 1.869 -4.998
C 0.113680 2.985216 1.224048 -0.889 -0.019 2.113
C -0.233629 3.559860 2.302929 -4.097 0.505 -0.214
C -0.223271 -0.021566 0.672436 -0.330 -1.586 3.572
C -1.558535 -2.174439 -1.078306 -0.830 0.829 2.117
C -1.184704 -2.853581 1.921713 -0.845 -1.329 -2.751
C 1.388973 -2.613814 0.311459 0.139 -0.201 -1.199
Si -0.375626 -1.898612 0.359674 -0.154 0.421 2.278
H 1.356699 3.522842 -2.993532 -0.323 -0.027 -0.248
H 0.878436 1.111200 -3.639249 0.066 0.257 1.455
H 0.654959 4.235102 -0.762147 0.681 1.488 0.266
H 0.343026 -0.499544 -1.864385 0.292 0.852 0.354
H -1.360338 3.815846 2.533006 2.198 -0.401 -0.395
H 0.480510 3.833493 2.977637 1.676 0.832 2.137
H -0.258304 0.349059 1.737153 -0.317 -0.595 -0.921
H -1.975127 -1.211584 -1.459442 0.093 -0.956 0.399
H -0.926722 -2.601185 -1.781637 0.624 -1.179 -1.871
H -2.295169 -2.889005 -0.624621 0.360 0.682 -1.051
H -1.548603 -3.889444 1.534086 0.389 1.619 0.039
H -0.631532 -3.216930 2.734162 1.570 0.158 1.179
H -2.073815 -2.433188 2.353650 -0.508 0.602 -0.024
H 2.089929 -2.172062 0.998627 -0.156 0.416 0.759
H 1.360202 -3.670300 0.532844 -0.178 -0.467 0.275
H 1.979098 -2.576533 -0.615585 -0.574 0.233 -0.241
```
Forces are in eV/Å.

Electronic structure analysis, Löwdin charges in units of e: number 1, C, carries -0.08; number 2, C, carries -0.11; number 3, C, carries -0.03; number 4, C, carries -0.06; number 5, C, carries -0.19; number 6, C, carries -0.24; number 7, C, carries -0.07; number 8, C, carries 0.02; number 9, C, carries -0.09; number 10, C, carries -0.18; number 11, C, carries -0.18; number 12, C, carries -0.19; number 13, Si, carries 0.58; number 14, H, carries 0.10; number 15, H, carries 0.12; number 16, H, carries 0.09; number 17, H, carries 0.09; number 18, H, carries 0.11; number 19, H, carries 0.02; number 20, H, carries 0.08; number 21, H, carries 0.05; number 22, H, carries -0.01; number 23, H, carries 0.04; number 24, H, carries 0.05; number 25, H, carries -0.02; number 26, H, carries 0.00; number 27, H, carries 0.02; number 28, H, carries 0.02; number 29, H, carries 0.03

- Which of these has the highest M?
  C12H16N8O5